{
  "formula": "C27H25N6PdS",
  "method": "the ωB97M-V functional and the def2-TZVPD basis",
  "de_lowest_ev": 0.000,
  "s_squared": 6.098,
  "total_charge": 3,
  "spin_multiplicity": 5,
  "homo_ev": [-15.5, -17.0],
  "orbital_gap_ev": [6.18, 4.69],
  "symbols": ["Pd", "C", "C", "N", "N", "C", "N", "S", "C", "C", "C", "C", "C", "N", "H", "H", "H", "H", "H", "H", "H", "H", "H", "H", "N", "C", "C", "C", "C", "C", "C", "C", "H", "H", "H", "H", "H", "C", "C", "C", "C", "C", "C", "N", "C", "C", "C", "C", "C", "C", "H", "H", "H", "H", "H", "H", "H", "H", "H", "H"],
  "positions_angstrom": [[-2.742, -13.151, -14.245], [0.304, -15.883, -15.758], [-0.523, -14.891, -15.047], [-1.746, -14.403, -15.430], [-2.453, -15.014, -16.472], [-3.619, -14.412, -16.881], [-4.404, -15.193, -17.656], [-4.204, -13.032, -16.122], [-0.125, -14.342, -13.700], [0.973, -14.739, -12.894], [0.981, -14.533, -11.534], [-0.040, -13.783, -10.960], [-1.089, -13.395, -11.777], [-1.154, -13.646, -13.093], [0.511, -16.733, -15.087], [1.227, -15.508, -16.204], [-0.289, -16.238, -16.596], [-2.211, -15.964, -16.821], [-3.980, -16.006, -18.082], [-5.368, -15.018, -17.901], [1.807, -15.305, -13.302], [1.818, -14.998, -10.964], [-0.025, -13.492, -9.932], [-1.888, -12.732, -11.420], [-3.688, -12.044, -13.054], [-4.239, -11.339, -12.284], [-4.896, -10.515, -11.342], [-6.165, -9.975, -11.641], [-6.819, -9.206, -10.691], [-6.248, -9.058, -9.405], [-4.971, -9.609, -9.105], [-4.287, -10.337, -10.078], [-6.560, -10.020, -12.646], [-7.832, -8.835, -10.932], [-6.787, -8.615, -8.541], [-4.507, -9.312, -8.153], [-3.375, -10.906, -9.858], [-2.169, -16.934, -9.830], [-1.733, -17.481, -11.025], [-2.587, -17.696, -12.101], [-3.878, -17.153, -12.097], [-4.366, -16.758, -10.779], [-3.541, -16.608, -9.700], [-4.645, -17.097, -13.241], [-5.564, -16.104, -13.453], [-5.613, -14.886, -12.695], [-6.714, -14.054, -12.786], [-7.723, -14.298, -13.769], [-7.636, -15.435, -14.586], [-6.611, -16.353, -14.349], [-1.451, -16.811, -8.967], [-0.716, -17.767, -11.040], [-2.297, -18.211, -13.039], [-5.453, -16.557, -10.700], [-3.964, -16.248, -8.761], [-4.771, -14.604, -12.071], [-6.764, -13.121, -12.214], [-8.513, -13.581, -13.784], [-8.326, -15.582, -15.418], [-6.592, -17.298, -14.915]],
  "lowdin_charge": [0.841, -0.003, -0.203, -0.076, 0.062, -0.753, 0.159, 0.783, -0.152, 0.019, -0.018, -0.010, -0.099, -0.057, 0.114, 0.120, 0.068, 0.183, 0.133, 0.137, 0.135, 0.152, 0.122, 0.100, -0.004, -0.048, -0.226, -0.023, -0.031, -0.001, -0.030, -0.011, 0.124, 0.135, 0.138, 0.130, 0.119, -0.002, -0.045, 0.026, -0.219, 0.007, -0.026, 0.248, -0.255, -0.043, -0.026, 0.016, -0.017, 0.016, 0.155, 0.110, 0.141, 0.143, 0.134, 0.099, 0.115, 0.121, 0.131, 0.140]
}

---

{
  "formula": "C27H26Br2F32O6",
  "method": "the ωB97M-V functional and the def2-TZVPD basis",
  "de_lowest_ev": 5.939,
  "homo_ev": -10.2,
  "orbital_gap_ev": 10.35,
  "symbols": ["C", "C", "Br", "C", "Br", "C", "C", "O", "C", "O", "C", "H", "H", "H", "H", "H", "H", "H", "H", "H", "H", "F", "C", "F", "C", "F", "F", "C", "O", "C", "F", "F", "C", "F", "F", "H", "H", "H", "H", "F", "C", "F", "C", "F", "F", "C", "O", "C", "F", "F", "C", "F", "F", "H", "H", "H", "H", "F", "C", "F", "C", "F", "F", "C", "O", "C", "F", "F", "C", "F", "F", "H", "H", "H", "H", "F", "C", "F", "C", "F", "F", "C", "O", "C", "F", "F", "C", "F", "F", "H", "H", "H", "H"],
  "positions_angstrom": [[1.337, -5.042, -3.852], [0.974, -5.183, -2.259], [-0.990, -5.370, -1.867], [1.659, -3.986, -1.314], [3.278, -3.180, -2.168], [1.912, -4.668, 0.155], [2.236, -3.733, 1.461], [2.597, -4.753, 2.501], [2.753, -6.137, 1.952], [2.599, -7.324, 2.543], [3.114, -5.767, 0.362], [0.704, -5.873, -4.429], [2.481, -5.309, -4.042], [1.047, -4.001, -4.313], [1.485, -6.188, -1.880], [0.790, -3.179, -1.185], [0.937, -5.299, 0.352], [3.207, -3.080, 1.398], [1.256, -3.276, 1.930], [4.163, -5.251, 0.446], [3.169, -6.656, -0.400], [-1.022, -1.808, -3.534], [-1.789, -1.509, -4.605], [-1.023, -1.742, -5.703], [-2.283, -0.064, -4.593], [-1.251, 0.815, -4.705], [-3.055, 0.130, -5.709], [-3.140, 0.322, -3.377], [-2.459, 0.969, -2.298], [-1.785, 0.097, -1.392], [-2.195, -1.174, -1.615], [-2.243, 0.423, -0.153], [-0.259, 0.254, -1.434], [0.235, 0.062, -2.684], [0.350, -0.662, -0.634], [-2.630, -2.209, -4.636], [-3.856, 1.075, -3.732], [-3.768, -0.506, -3.027], [0.041, 1.251, -1.105], [4.312, 1.620, 0.534], [4.665, 0.318, 0.460], [3.816, -0.260, -0.428], [4.595, -0.391, 1.810], [3.318, -0.451, 2.274], [4.981, -1.694, 1.626], [5.499, 0.198, 2.905], [4.884, 1.119, 3.810], [4.785, 2.463, 3.339], [5.567, 2.604, 2.243], [5.354, 3.237, 4.303], [3.336, 2.911, 3.108], [2.684, 2.090, 2.246], [3.290, 4.157, 2.565], [5.674, 0.256, 0.039], [5.798, -0.644, 3.543], [6.443, 0.585, 2.505], [2.776, 2.924, 4.046], [2.542, 7.914, 5.389], [3.587, 7.973, 4.534], [4.563, 8.671, 5.170], [3.228, 8.639, 3.208], [2.905, 9.948, 3.381], [4.347, 8.637, 2.416], [2.109, 7.947, 2.412], [0.791, 8.478, 2.574], [0.087, 8.020, 3.728], [0.740, 6.956, 4.250], [-1.101, 7.539, 3.270], [-0.170, 9.133, 4.753], [0.982, 9.733, 5.147], [-0.751, 8.637, 5.878], [3.961, 6.957, 4.372], [2.337, 8.115, 1.351], [2.129, 6.857, 2.524], [-0.824, 9.903, 4.339], [-5.973, -3.954, -0.654], [-4.928, -3.895, -1.509], [-3.952, -3.197, -0.873], [-5.288, -3.229, -2.835], [-5.611, -1.920, -2.663], [-4.169, -3.231, -3.627], [-6.406, -3.921, -3.631], [-7.724, -3.390, -3.469], [-8.428, -3.848, -2.315], [-7.775, -4.913, -1.793], [-9.616, -4.329, -2.773], [-8.685, -2.735, -1.290], [-7.533, -2.135, -0.897], [-9.267, -3.232, -0.165], [-4.554, -4.911, -1.671], [-6.178, -3.753, -4.692], [-6.387, -5.011, -3.519], [-9.340, -1.965, -1.704]],
  "lowdin_charge": [-0.200, -0.718, 0.618, -0.632, 0.671, -0.299, -0.096, -0.123, -0.219, -0.007, -0.056, 0.088, 0.079, 0.083, 0.098, 0.102, 0.136, 0.125, 0.157, 0.130, 0.131, 0.071, -0.291, 0.090, -0.421, 0.123, 0.102, -0.049, 0.037, -0.470, 0.112, 0.139, -0.257, 0.085, 0.082, 0.152, 0.154, 0.121, 0.177, 0.085, -0.289, 0.061, -0.426, 0.120, 0.087, -0.051, 0.036, -0.475, 0.122, 0.137, -0.260, 0.087, 0.085, 0.178, 0.154, 0.147, 0.178, 0.084, -0.292, 0.094, -0.428, 0.123, 0.102, -0.053, 0.033, -0.476, 0.119, 0.137, -0.263, 0.086, 0.094, 0.172, 0.153, 0.136, 0.175, 0.091, -0.291, 0.081, -0.415, 0.118, 0.082, -0.050, 0.034, -0.475, 0.122, 0.139, -0.263, 0.086, 0.097, 0.171, 0.153, 0.149, 0.176]
}

---

{
  "formula": "C27H26HgIN5O4S2",
  "method": "the ωB97M-V functional and the def2-TZVPD basis",
  "de_lowest_ev": 0.583,
  "s_squared": 0.767,
  "total_charge": -1,
  "spin_multiplicity": 2,
  "homo_ev": [-4.1, -4.1],
  "orbital_gap_ev": [6.39, 4.67],
  "symbols": ["Hg", "C", "C", "N", "C", "C", "C", "O", "C", "C", "N", "C", "C", "C", "C", "C", "C", "I", "C", "O", "H", "H", "H", "H", "H", "H", "H", "H", "H", "H", "H", "H", "O", "C", "C", "C", "C", "C", "C", "C", "O", "N", "N", "C", "S", "C", "C", "S", "H", "H", "H", "H", "H", "H", "H", "H", "H", "C", "C", "C", "N", "H", "H", "H", "H", "H"],
  "positions_angstrom": [[-1.176, -1.278, 1.980], [-1.378, 3.879, 1.339], [0.033, 3.382, 1.239], [0.955, 4.202, 0.818], [2.225, 3.737, 0.693], [2.591, 2.458, 1.003], [4.031, 2.071, 0.836], [4.151, 1.106, -0.213], [1.625, 1.555, 1.515], [2.019, 0.206, 1.840], [1.302, -0.573, 2.565], [1.588, -1.936, 2.657], [2.812, -2.562, 2.881], [2.874, -3.951, 2.920], [1.741, -4.730, 2.725], [0.502, -4.121, 2.499], [0.481, -2.755, 2.491], [-2.940, -1.734, 3.954], [0.269, 1.991, 1.622], [-0.723, 1.296, 1.986], [-1.385, 4.965, 1.258], [-1.837, 3.553, 2.272], [-1.978, 3.455, 0.529], [2.959, 4.443, 0.317], [4.429, 1.663, 1.774], [4.606, 2.969, 0.588], [5.062, 0.800, -0.243], [2.949, -0.162, 1.392], [3.699, -1.955, 3.022], [3.826, -4.435, 3.101], [1.808, -5.810, 2.752], [-0.394, -4.705, 2.337], [2.593, -1.462, -0.880], [2.251, -0.505, -1.763], [3.209, -0.134, -2.709], [2.925, 0.835, -3.648], [1.677, 1.453, -3.670], [0.727, 1.085, -2.737], [0.989, 0.112, -1.772], [-0.058, -0.259, -0.776], [0.220, -1.207, 0.049], [-1.194, 0.386, -0.849], [-2.132, -0.055, 0.073], [-3.269, 0.484, -0.093], [-3.546, 1.696, -1.353], [-5.315, 1.883, -0.995], [-5.537, 1.592, 0.478], [-4.670, 0.054, 0.869], [1.789, -1.612, -0.319], [4.174, -0.623, -2.673], [3.682, 1.116, -4.371], [1.455, 2.218, -4.403], [-0.247, 1.556, -2.720], [-5.895, 1.198, -1.615], [-5.593, 2.908, -1.241], [-6.591, 1.447, 0.714], [-5.135, 2.394, 1.098], [-2.895, -1.900, -3.008], [-2.311, -3.189, -2.420], [-2.391, -3.196, -0.958], [-2.421, -3.198, 0.189], [-2.810, -1.915, -4.095], [-2.369, -1.026, -2.626], [-3.947, -1.797, -2.742], [-1.257, -3.293, -2.685], [-2.836, -4.069, -2.795]],
  "lowdin_charge": [0.819, -0.041, -0.265, 0.096, -0.134, -0.181, -0.209, -0.064, -0.081, -0.088, 0.054, -0.332, -0.027, -0.103, -0.108, -0.104, -0.126, -0.017, -0.331, -0.120, 0.067, 0.074, 0.046, 0.093, 0.117, 0.107, 0.090, 0.119, 0.109, 0.094, 0.092, 0.099, 0.045, -0.281, -0.042, -0.099, -0.103, -0.029, -0.070, -0.441, -0.144, 0.011, -0.148, -0.927, 0.905, -0.543, -0.536, 0.850, 0.067, 0.112, 0.094, 0.090, 0.103, 0.066, 0.069, 0.072, 0.077, -0.091, -0.214, -0.216, 0.151, 0.073, 0.047, 0.077, 0.118, 0.109]
}

---

| no. | E_tot (eV) |
| --- | --- |
| 1 | -51629.05939 |
| 2 | -267745.20704 |
| 3 | -78008.01824 |